Entry 1:
{
  "formula": "C37H40FNO7",
  "method": "ωB97M-V with the def2-TZVPD basis set",
  "homo_lumo_gap_ha": 0.2492,
  "lumo_ev": -1.848,
  "smiles": "CC(=O)OCCCCCCCCc1c(C[C@H](C)O)cc(C(=O)NC(=O)F)c2c1C(=O)c1cccc(CCc3ccccc3)c1C2=O",
  "symbols": ["C", "C", "O", "O", "C", "C", "C", "C", "C", "C", "C", "C", "C", "C", "C", "C", "C", "O", "C", "C", "C", "O", "N", "C", "O", "F", "C", "C", "C", "O", "C", "C", "C", "C", "C", "C", "C", "C", "C", "C", "C", "C", "C", "C", "C", "O", "H", "H", "H", "H", "H", "H", "H", "H", "H", "H", "H", "H", "H", "H", "H", "H", "H", "H", "H", "H", "H", "H", "H", "H", "H", "H", "H", "H", "H", "H", "H", "H", "H", "H", "H", "H", "H", "H", "H", "H"],
  "xyz": [[6.399315, 0.759485, 2.849143], [7.170432, -0.678889, 3.175616], [6.736014, -1.453118, 4.177064], [8.352955, -1.121147, 2.376773], [7.838627, -2.195825, 1.482995], [8.587864, -2.184877, 0.021353], [8.076007, -0.825656, -0.791772], [6.921033, -1.221708, -1.890572], [5.656239, -0.172407, -1.818108], [4.638240, -0.460923, -0.522851], [3.168229, 0.104684, -0.978540], [2.137979, 0.380816, 0.308012], [0.813401, 1.136667, -0.357146], [0.810465, 2.793379, -0.585729], [2.149415, 3.654010, -0.096604], [1.891845, 4.246777, 1.446182], [1.312563, 5.809820, 1.424495], [3.165679, 4.297642, 2.230945], [-0.468017, 3.560411, -1.269189], [-1.820114, 2.740516, -1.713014], [-3.166899, 3.398029, -2.403281], [-3.156833, 3.935799, -3.653949], [-4.432595, 3.404874, -1.563445], [-4.293092, 4.407572, -0.401310], [-3.896833, 3.953515, 0.814613], [-4.623895, 5.844996, -0.620192], [-1.837346, 1.121584, -1.443607], [-0.530943, 0.303521, -0.793116], [-0.704303, -1.347846, -0.585153], [0.255480, -2.220084, -0.907411], [-2.205751, -1.788275, 0.007175], [-2.362814, -2.974871, 1.162260], [-3.898488, -3.260987, 1.687977], [-5.182059, -2.431281, 1.096201], [-5.069803, -1.258632, -0.091770], [-6.350350, -0.414313, -0.677323], [-7.391419, -1.285841, -1.598109], [-7.969966, -2.645624, -0.874496], [-9.327521, -2.603346, 0.057716], [-9.898137, -3.967623, 0.796548], [-9.121135, -5.440797, 0.678043], [-7.769764, -5.477981, -0.264268], [-7.225758, -4.125852, -1.026484], [-3.514917, -0.963466, -0.628863], [-3.173881, 0.180682, -1.800724], [-3.876387, 0.305729, -2.939779], [6.781856, 1.170566, 1.797490], [6.713462, 1.579684, 3.656229], [5.234182, 0.581426, 2.874351], [7.953587, -3.205542, 2.074215], [6.682306, -2.049523, 1.267588], [8.347305, -3.172964, -0.565884], [9.752035, -2.116318, 0.241907], [9.030052, -0.351476, -1.287775], [7.682890, -0.063350, 0.016212], [7.401489, -1.097690, -2.973298], [6.555839, -2.322813, -1.722156], [4.957049, -0.237493, -2.783108], [5.992634, 0.969146, -1.738162], [5.043325, 0.002905, 0.475773], [4.538741, -1.637133, -0.432143], [2.587809, -0.597161, -1.734275], [3.280991, 1.160771, -1.515179], [2.610042, 1.115150, 1.108731], [1.830297, -0.632959, 0.816566], [3.107349, 2.973040, -0.058894], [2.292933, 4.592300, -0.788160], [1.115321, 3.610154, 2.046638], [1.229867, 6.175552, 0.293597], [0.218339, 5.889706, 1.893769], [2.050641, 6.565143, 1.975813], [2.974956, 4.267346, 3.215329], [-0.442284, 4.718148, -1.451104], [-4.584345, 2.487501, -1.075094], [-1.397301, -3.521619, 1.563242], [-4.041907, -4.070366, 2.533081], [-6.263378, -2.655876, 1.539459], [-5.934195, 0.477560, -1.344410], [-6.938020, 0.120079, 0.210137], [-6.960818, -1.490073, -2.690969], [-8.340024, -0.583405, -1.777148], [-9.935738, -1.587831, 0.215135], [-10.903208, -3.890693, 1.436509], [-9.577083, -6.357762, 1.259017], [-7.220023, -6.505158, -0.370178], [-6.239734, -4.128114, -1.699154]],
  "forces_ev_per_angstrom": [[1.1933, -0.1249, -0.3889], [-1.5546, -3.4122, 4.5569], [2.7843, 4.8840, -6.4526], [-3.8010, 0.6930, 0.4788], [-0.6915, -1.4412, -0.7867], [0.2714, 1.0168, 1.1655], [0.5332, -0.9080, 0.3705], [0.1802, 1.4315, -0.3743], [-0.8329, 0.1400, 0.4097], [-0.2450, -0.6135, -1.5768], [-0.5384, 0.9398, 0.7193], [-0.6398, 0.5729, -1.1003], [-3.0386, 1.1535, -1.0438], [-2.3911, -1.4895, -1.0148], [-0.9416, 0.0377, 0.8696], [-0.5583, 1.2192, 0.8585], [-0.4258, 0.2287, -0.7970], [-1.3769, -0.6675, 0.0723], [-0.1115, -3.6814, 0.5009], [2.5967, -2.7224, 1.3803], [1.2419, 2.4279, -5.9074], [-0.0899, -3.6121, 8.9577], [1.3369, 2.2433, 1.4275], [1.9695, -2.2091, 5.8232], [-3.1428, 3.8854, -8.5607], [1.1745, -5.1220, 0.2890], [1.9021, 1.1186, 0.6720], [0.0073, 3.1959, -0.2724], [2.5886, -2.4560, -1.2177], [-5.7790, 5.3805, 2.2976], [-2.1672, -0.6029, 0.8529], [-3.5840, 2.8000, -2.1239], [0.9054, 2.7499, -2.6262], [2.8338, 0.7383, -1.0865], [3.6957, -1.9320, 1.2978], [0.5854, 0.3535, 0.2467], [-1.1304, -0.0779, -0.0909], [-1.4891, -3.4471, 1.9117], [1.6722, -3.2739, -0.3510], [2.9730, -0.3079, -1.8162], [1.2805, 4.5448, -2.2480], [-2.2379, 3.2132, 0.6787], [-2.6293, 0.7093, 1.9600], [-0.3914, -1.8120, 2.0084], [-1.7497, 0.0220, -3.3179], [4.0896, -0.4292, 7.2111], [-1.0233, -0.9968, 2.2905], [-0.7156, -2.0728, -1.6346], [2.5568, 0.3048, -0.0173], [-0.1455, 1.9096, -1.3101], [2.2518, -0.1819, 0.5243], [0.4469, 1.9678, 1.2161], [-2.4353, -0.2512, -0.5867], [-2.0818, -0.8127, 0.7807], [0.7003, -1.4997, -1.6784], [-1.0791, -0.5778, 2.3078], [0.6277, 2.1582, -0.4030], [1.6895, -0.0373, 1.9897], [-0.4233, -2.5279, -0.2572], [-0.9243, -0.8628, -1.9774], [0.2752, 2.3889, 0.1233], [1.4451, 1.2821, 1.6376], [-0.0790, -2.2270, 1.0589], [-0.9457, -1.5854, -1.7113], [0.4874, 2.1009, -1.0603], [-2.0249, 1.3796, -0.2742], [-0.1634, -2.0852, 1.2034], [1.4685, 0.8780, -1.4025], [0.1185, -0.6854, 2.4369], [2.4931, -0.2109, -0.9692], [-1.6043, -1.9092, -1.1292], [-0.0222, 0.0544, -1.9471], [0.0116, -2.5402, 0.4420], [0.6561, 1.1394, -0.4560], [-2.3447, 1.2450, -0.9291], [0.1595, 1.9034, -1.9855], [2.6574, 0.4908, -1.1083], [-0.7800, -2.0846, 1.3050], [1.2867, -1.4950, -1.7404], [-0.7045, 0.1794, 2.6450], [2.0550, -1.5144, 0.4457], [1.5485, -2.5057, -0.4538], [2.5439, -0.1667, -1.5869], [1.2199, 2.0079, -1.4601], [-1.0459, 2.3352, 0.0930], [-2.4338, -0.2523, 1.7161]]
}

---

Entry 2:
{
  "formula": "C5H14S",
  "method": "ωB97M-V with the def2-TZVPD basis set",
  "e_above_lowest_kcal_mol": 41.10,
  "homo_lumo_gap_ha": 0.3412,
  "lumo_ev": 0.967,
  "smiles": "CCC.CSC",
  "symbols": ["C", "C", "C", "H", "H", "H", "H", "H", "H", "H", "H", "C", "S", "C", "H", "H", "H", "H", "H", "H"],
  "xyz": [[-0.815324, -1.489885, 0.804880], [-1.377326, -0.093356, 0.742375], [-1.171784, 0.706423, 2.001724], [0.290015, -1.483334, 1.089158], [-1.035058, -2.133422, -0.037013], [-1.146110, -2.144938, 1.734000], [-2.538667, -0.236208, 0.661015], [-0.878543, 0.409088, -0.035350], [-1.080122, 1.742573, 1.839501], [-1.953436, 0.619244, 2.839848], [-0.275591, 0.442372, 2.545318], [1.985017, -0.094320, -0.537015], [1.024475, -0.785708, -1.913830], [0.577102, 0.812915, -2.572673], [1.651650, 0.923170, -0.213163], [2.973085, 0.008283, -1.100807], [1.862111, -0.831328, 0.276253], [0.262978, 0.873440, -3.614136], [0.078198, 1.614398, -1.962135], [1.567329, 1.140591, -2.547949]],
  "forces_ev_per_angstrom": [[1.1405, -2.1332, 3.3184], [-2.8641, -1.5154, 1.6096], [-0.7755, -0.6348, 2.5323], [-1.2119, 0.0670, -1.0004], [0.2907, 0.2327, -0.3561], [-0.1398, 1.5487, -1.5413], [2.0895, 0.7020, -0.7485], [-0.0769, 0.6686, -1.4586], [-0.0501, 1.4036, -0.4906], [0.6673, -0.1996, -1.5063], [0.6442, -0.3001, -0.0825], [0.8584, 0.2236, -1.1699], [-1.7562, -0.4299, 0.3924], [-0.1431, 1.2328, -0.0643], [0.0053, -0.9808, -0.2688], [-0.7089, -0.1416, 1.9136], [0.9461, 0.5922, -0.3867], [-0.2310, -0.4728, 0.1929], [-0.3270, -1.4061, -0.1547], [1.6425, 1.5430, -0.7308]]
}